Density functional theory data (the ωB97M-V functional and the def2-TZVPD basis) for an isolated molecule of C4H6F2.

Properties
- LUMO energy (eV) = 1.1
- relative energy (zero: lowest compared OMol25 entry of this formula, charge and spin) (eV) = 1.3963
- total energy (Ha) = -355.67337
- SMILES string = FCC1(F)CC1
- HOMO level (eV) = -10.2

CARTESIAN COORDINATES (ANGSTROEM)
C1 -1.1117 0.8834 0.2590
C2 0.3517 0.4102 0.0151
C3 0.7531 -0.7003 0.7492
C4 0.5265 -0.7425 -0.8400
H1 -1.3109 1.0766 1.2940
H2 -1.2275 1.7955 -0.3961
H3 1.7439 -0.7800 1.0776
H4 -0.0236 -1.3747 1.1613
H5 -0.3252 -1.2478 -1.3327
H6 1.4657 -0.7995 -1.3983
F1 -2.0886 0.0434 -0.2957
F2 1.2466 1.4356 -0.2934



Density functional theory data (the ωB97M-V functional and the def2-TZVPD basis) for an isolated molecule of ClFH3N2P.

Properties
- LUMO energy (eV) = -0.5
- relative energy (zero: lowest compared OMol25 entry of this formula, charge and spin) (eV) = 0.4692
- total energy (Ha) = -1012.76565
- SMILES string = N=[P@@](N)(F)Cl
- HOMO level (eV) = -10.6

CARTESIAN COORDINATES (ANGSTROEM)
N1 -1.4658 -0.4093 -0.5858
N2 1.0794 0.2100 -0.6115
F1 -0.2260 1.3848 1.2282
P1 -0.2819 0.0346 0.2727
Cl1 0.5561 -1.5287 1.9665
H1 -2.4056 -0.0124 -0.4312
H2 0.8263 0.5305 -1.5075
H3 1.9175 -0.2096 -0.3314



Density functional theory data (the ωB97M-V functional and the def2-TZVPD basis) for an isolated molecule of C4H8P2.

Properties
- LUMO energy (spin up / spin down) (eV) = -1.3 / -1.3
- relative energy (zero: lowest compared OMol25 entry of this formula, charge and spin) (eV) = 5.7878
- total energy (Ha) = -839.67279
- HOMO level (spin up / spin down) (eV) = -7.4 / -7.4

CARTESIAN COORDINATES (ANGSTROEM)
C1 0.7385 -0.7656 -1.3734
C2 -1.3328 0.7964 0.2191
C3 1.9722 -1.4991 -1.6640
C4 -1.7191 0.7439 1.7139
P1 -0.5403 2.2610 -0.7552
P2 0.5833 0.5294 -0.2107
H1 -2.1829 0.3551 -0.2911
H2 2.3542 -2.1965 -0.7469
H3 2.8448 -0.9035 -1.7612
H4 1.7786 -2.0483 -2.5528
H5 -1.2870 1.5547 2.2667
H6 -1.3985 -0.2273 2.3395
H7 -2.8226 0.9723 1.7029
H8 1.0116 0.4274 1.1131



Density functional theory data (the ωB97M-V functional and the def2-TZVPD basis) for a cluster of 3 separate species, C14H20BN5O6P in total.

Properties
- LUMO energy (eV) = -6.2
- total energy (Ha) = -1636.43133
- HOMO level (eV) = -11.8
- total charge = +1

CARTESIAN COORDINATES (ANGSTROEM)
C1 -2.3920 -2.0060 -2.1407
B1 -2.8562 -1.6817 -3.6912
O1 -1.9049 -1.1631 -4.7376
N1 -4.3211 -1.8444 -4.1650
P1 -4.9386 -3.4413 -3.6658
O2 -3.7839 -4.5343 -3.9283
C2 -5.0407 -0.7014 -3.4192
N2 -6.2126 -1.1125 -2.5546
N3 -4.6048 0.6036 -3.5021
H1 -1.3269 -2.5223 -2.0987
H2 -2.4103 -0.9575 -1.5722
H3 -3.1193 -2.7045 -1.5462
H4 -1.0381 -1.0368 -4.2151
H5 -5.2141 -3.5345 -2.2260
H6 -6.1382 -3.8716 -4.3370
H7 -7.0944 -0.6417 -2.8547
H8 -6.0138 -0.9331 -1.5360
H9 -4.7570 1.2567 -4.3015
H10 -3.9901 0.9526 -2.7088
C3 1.2658 2.6831 2.1492
C4 0.9237 3.1459 0.8777
C5 -0.0674 2.4960 0.1395
C6 -0.7156 1.3813 0.6889
C7 -0.3689 0.9098 1.9621
C8 0.6258 1.5663 2.6896
N4 -1.7761 0.7092 -0.0716
O3 -2.0408 1.1448 -1.2020
O4 -2.3485 -0.2520 0.4616
H11 2.0352 3.1965 2.7233
H12 1.4280 4.0160 0.4627
H13 -0.3224 2.8691 -0.8500
H14 -0.8604 0.0428 2.3985
H15 0.9001 1.2099 3.6800
C9 6.9069 -0.1212 4.3938
C10 7.0689 1.0383 3.6338
C11 6.1224 1.3781 2.6653
C12 5.0102 0.5481 2.4683
C13 4.8491 -0.6205 3.2244
C14 5.8037 -0.9514 4.1882
N5 3.9986 0.9132 1.4693
O5 4.1867 1.9448 0.8073
O6 3.0130 0.1717 1.3479
H16 7.6446 -0.3791 5.1517
H17 7.9321 1.6794 3.7989
H18 6.2630 2.2851 2.0813
H19 3.9933 -1.2763 3.0785
H20 5.6860 -1.8549 4.7824



Question: The lowest total energy belongs to which entry?
Answer: C14H20BN5O6P



Question: Look up the total energy of the second one.
Answer: -1012.76565 Ha



Question: Number 2 is which compound?
Answer: ClFH3N2P



Copy entry 4 word for word.
Density functional theory data (the ωB97M-V functional and the def2-TZVPD basis) for a cluster of 3 separate species, C14H20BN5O6P in total.

Properties
- LUMO energy (eV) = -6.2
- total energy (Ha) = -1636.43133
- HOMO level (eV) = -11.8
- total charge = +1

CARTESIAN COORDINATES (ANGSTROEM)
C1 -2.3920 -2.0060 -2.1407
B1 -2.8562 -1.6817 -3.6912
O1 -1.9049 -1.1631 -4.7376
N1 -4.3211 -1.8444 -4.1650
P1 -4.9386 -3.4413 -3.6658
O2 -3.7839 -4.5343 -3.9283
C2 -5.0407 -0.7014 -3.4192
N2 -6.2126 -1.1125 -2.5546
N3 -4.6048 0.6036 -3.5021
H1 -1.3269 -2.5223 -2.0987
H2 -2.4103 -0.9575 -1.5722
H3 -3.1193 -2.7045 -1.5462
H4 -1.0381 -1.0368 -4.2151
H5 -5.2141 -3.5345 -2.2260
H6 -6.1382 -3.8716 -4.3370
H7 -7.0944 -0.6417 -2.8547
H8 -6.0138 -0.9331 -1.5360
H9 -4.7570 1.2567 -4.3015
H10 -3.9901 0.9526 -2.7088
C3 1.2658 2.6831 2.1492
C4 0.9237 3.1459 0.8777
C5 -0.0674 2.4960 0.1395
C6 -0.7156 1.3813 0.6889
C7 -0.3689 0.9098 1.9621
C8 0.6258 1.5663 2.6896
N4 -1.7761 0.7092 -0.0716
O3 -2.0408 1.1448 -1.2020
O4 -2.3485 -0.2520 0.4616
H11 2.0352 3.1965 2.7233
H12 1.4280 4.0160 0.4627
H13 -0.3224 2.8691 -0.8500
H14 -0.8604 0.0428 2.3985
H15 0.9001 1.2099 3.6800
C9 6.9069 -0.1212 4.3938
C10 7.0689 1.0383 3.6338
C11 6.1224 1.3781 2.6653
C12 5.0102 0.5481 2.4683
C13 4.8491 -0.6205 3.2244
C14 5.8037 -0.9514 4.1882
N5 3.9986 0.9132 1.4693
O5 4.1867 1.9448 0.8073
O6 3.0130 0.1717 1.3479
H16 7.6446 -0.3791 5.1517
H17 7.9321 1.6794 3.7989
H18 6.2630 2.2851 2.0813
H19 3.9933 -1.2763 3.0785
H20 5.6860 -1.8549 4.7824